1.
The following is a DFT calculation (the ωB97M-V functional and the def2-TZVPD basis) of a structure of composition CHF2N.

lowest unoccupied orbital energy = 0.0241 Ha
charge = 0
spin multiplicity = 1
HOMO-LUMO gap = 12.572 eV

Each line ends with the Löwdin charge.
Element x y z (Å)
C 0.087 -0.355 0.077  -0.354
N 0.703 0.600 -0.375  0.225
F 0.362 -1.533 0.390  0.227
F -1.577 -0.274 0.355  -0.190
H 0.425 1.562 -0.447  0.092



2.
The following is a DFT calculation (the ωB97M-V functional and the def2-TZVPD basis) of a structure of composition C51H60ClMnN4O5P.

lowest unoccupied orbital energy (alpha / beta) = -0.0332 / -0.0345 Ha
charge = 0
spin multiplicity = 6
HOMO-LUMO gap (alpha / beta) = 6.864 / 6.927 eV

Each line ends with the Mulliken spin population.
Element x y z (Å)
Mn 1.050 0.490 0.422  4.571
Cl 5.946 -3.557 -3.507  0.000
C 4.740 -2.856 -2.475  0.006
C 4.156 -3.636 -1.476  -0.001
C 3.195 -3.087 -0.665  0.004
C 2.738 -1.751 -0.819  0.035
O 1.788 -1.310 -0.076  -0.229
C 3.400 -0.948 -1.816  0.012
C 3.186 0.450 -1.960  0.042
N 2.266 1.152 -1.361  -0.033
C 2.151 2.516 -1.584  -0.001
C 3.080 3.322 -2.236  0.009
C 2.829 4.669 -2.482  0.000
C 1.655 5.251 -2.076  0.004
C 0.685 4.488 -1.400  -0.007
C -0.553 5.026 -0.994  0.003
C -1.492 4.189 -0.451  0.002
C -1.173 2.841 -0.277  0.073
N -0.001 2.311 -0.570  -0.038
C 0.928 3.109 -1.149  0.056
C 4.379 -1.541 -2.634  -0.005
H 4.465 -4.663 -1.349  0.000
H 2.728 -3.697 0.093  0.002
H 3.905 0.945 -2.619  0.007
H 4.030 2.921 -2.552  0.000
H 3.568 5.259 -3.005  0.000
H 1.447 6.290 -2.279  0.000
H -0.762 6.073 -1.155  0.000
H -2.474 4.542 -0.171  0.000
H -1.915 2.155 0.090  0.007
H 4.837 -0.949 -3.413  0.000
C 5.098 -0.746 1.036  -0.003
C 4.492 0.438 1.688  0.032
N 3.255 0.880 1.552  0.052
C 3.131 1.955 2.391  0.034
C 4.330 2.175 3.034  0.009
N 5.168 1.200 2.567  0.000
C 4.825 3.130 4.056  0.000
O 3.978 4.032 4.479  0.000
O 5.969 3.036 4.445  0.000
C 1.797 2.616 2.577  0.005
O 1.729 3.639 3.274  0.003
O 0.824 2.022 2.048  0.005
H 4.394 -1.573 1.066  0.001
H 6.013 -1.036 1.546  0.000
H 5.325 -0.537 -0.008  0.000
H 6.127 1.104 2.869  -0.001
H 3.055 3.967 4.035  0.000
C -0.945 1.449 -5.285  0.000
C -1.037 2.083 -3.891  -0.005
C -1.982 3.280 -3.949  0.000
C -1.439 1.026 -2.887  0.003
C -2.675 0.982 -2.265  0.002
C -2.994 -0.008 -1.346  0.017
C -4.396 -0.011 -0.766  -0.001
C -4.912 1.380 -0.373  0.000
C -5.364 -0.591 -1.805  0.000
C -2.077 -1.040 -1.083  -0.031
C -0.906 -1.119 -1.856  0.049
C -0.574 -0.034 -2.665  0.026
C -0.122 -2.378 -2.170  -0.020
C -0.693 -2.943 -3.481  -0.001
C -0.095 -3.473 -1.111  -0.005
C -2.458 -2.117 -0.130  -0.012
C -3.296 -3.107 -0.648  -0.001
C -3.787 -4.137 0.127  0.000
C -3.435 -4.190 1.463  0.000
C -2.567 -3.247 1.976  0.003
C -2.052 -2.197 1.214  -0.001
P -0.820 -1.032 1.995  0.188
C -1.961 -0.065 3.188  -0.038
C -2.644 0.959 2.283  0.036
C -1.179 0.742 4.224  0.000
C -3.055 -0.888 3.872  -0.001
C 0.291 -2.099 3.149  -0.025
C 0.767 -3.350 2.407  0.019
C -0.236 -2.559 4.511  -0.002
C 1.511 -1.200 3.399  0.119
H -0.651 2.199 -6.016  0.000
H -1.914 1.042 -5.570  0.000
H -0.216 0.643 -5.307  0.000
H -0.038 2.439 -3.608  0.001
H -2.950 2.982 -4.347  0.000
H -1.564 4.037 -4.609  0.000
H -2.124 3.723 -2.967  0.000
H -3.419 1.722 -2.502  0.000
H -4.423 -0.660 0.116  0.000
H -5.247 1.933 -1.249  0.000
H -4.155 1.972 0.132  0.001
H -5.764 1.282 0.297  0.000
H -5.319 -0.010 -2.725  0.000
H -6.382 -0.556 -1.422  0.000
H -5.125 -1.623 -2.045  0.000
H 0.355 -0.073 -3.218  0.006
H 0.910 -2.076 -2.374  0.013
H -1.722 -3.260 -3.332  0.000
H -0.101 -3.798 -3.802  0.000
H -0.679 -2.193 -4.269  0.000
H 0.086 -3.029 -0.139  0.003
H -1.033 -4.019 -1.081  0.000
H 0.705 -4.178 -1.334  0.000
H -3.540 -3.068 -1.701  0.000
H -4.425 -4.892 -0.310  0.000
H -3.818 -4.973 2.100  0.000
H -2.291 -3.330 3.010  -0.001
H -1.932 1.746 2.047  0.009
H -3.498 1.407 2.790  0.000
H -2.992 0.487 1.369  -0.003
H -0.426 1.352 3.730  0.002
H -0.700 0.138 4.987  0.000
H -1.871 1.416 4.729  0.000
H -3.723 -1.339 3.141  0.000
H -3.643 -0.213 4.495  0.000
H -2.666 -1.665 4.519  0.000
H -0.059 -4.013 2.156  0.001
H 1.465 -3.898 3.040  0.000
H 1.282 -3.064 1.496  0.000
H -1.040 -3.283 4.431  0.001
H -0.559 -1.738 5.140  0.000
H 0.585 -3.058 5.026  -0.001
H 1.218 -0.183 3.648  -0.006
H 2.134 -1.160 2.504  -0.001
H 2.108 -1.587 4.224  0.002



3.
The following is a DFT calculation (the ωB97M-V functional and the def2-TZVPD basis) of a cluster of 13 separate species, C21H70N2O15 in total.

lowest unoccupied orbital energy = 0.0073 Ha
charge = 0
spin multiplicity = 1
HOMO-LUMO gap = 8.933 eV

Each line ends with the Löwdin charge.
Element x y z (Å)
C -0.062 -5.143 -3.234  -0.163
O -0.122 -5.048 -4.633  -0.113
H 0.378 -4.217 -2.863  0.051
H -1.068 -5.180 -2.817  0.074
H 0.508 -5.998 -2.873  0.084
H -0.459 -4.178 -4.857  0.023
C 2.024 -0.185 4.944  -0.176
O 2.696 1.041 5.019  -0.113
H 1.037 -0.144 4.482  0.060
H 2.620 -0.922 4.405  0.079
H 1.832 -0.622 5.924  0.076
H 3.633 0.840 4.969  0.076
C 3.652 1.742 1.653  -0.095
O 2.731 1.522 0.516  -0.194
H 3.560 2.756 2.041  0.074
H 3.395 1.191 2.558  0.048
H 4.663 1.510 1.317  0.082
H 1.881 1.813 0.853  -0.001
C -4.854 1.534 0.141  -0.177
O -5.585 1.718 1.305  -0.119
H -5.567 1.237 -0.628  0.082
H -4.234 2.413 -0.035  0.076
H -4.200 0.681 0.321  0.055
H -6.068 0.929 1.562  0.080
C -3.694 -2.629 2.585  -0.162
O -5.041 -3.027 2.675  -0.100
H -3.549 -1.593 2.894  0.081
H -3.105 -3.243 3.266  0.070
H -3.262 -2.893 1.620  0.053
H -5.256 -3.504 1.869  0.075
C -1.917 0.442 5.380  -0.154
O -1.182 0.072 6.533  -0.128
H -1.590 1.416 5.015  0.070
H -1.913 -0.256 4.544  0.058
H -2.949 0.493 5.728  0.079
H -1.481 0.549 7.311  0.076
C -0.295 -1.688 -4.136  -0.161
O -1.061 -2.352 -5.096  -0.117
H 0.712 -1.530 -4.521  0.086
H -0.764 -0.725 -3.934  0.087
H -0.276 -2.248 -3.201  0.054
H -1.408 -1.702 -5.711  0.096
C -0.324 -3.987 2.793  -0.132
O 0.123 -2.816 3.467  -0.129
H -0.955 -3.680 1.959  0.064
H 0.584 -4.490 2.460  0.082
H -0.825 -4.733 3.410  0.087
H 0.033 -3.012 4.403  0.091
C -3.238 -3.006 -1.387  -0.132
O -4.042 -4.210 -1.633  -0.118
H -2.790 -2.652 -2.316  0.069
H -3.795 -2.181 -0.942  0.065
H -2.423 -3.077 -0.667  0.053
H -4.578 -4.105 -2.423  0.070
C 2.720 3.463 -2.532  -0.048
C 2.106 2.104 -2.984  -0.393
C 2.068 2.011 -4.553  -0.190
O 1.146 2.972 -5.077  -0.203
C 1.348 3.309 -6.471  -0.088
N 2.954 1.110 -2.351  0.029
H 3.687 3.556 -3.027  0.079
H 2.862 3.498 -1.452  0.060
H 2.074 4.304 -2.784  0.062
H 1.162 1.914 -2.473  0.121
H 2.012 1.027 -5.018  0.103
H 3.040 2.226 -4.998  0.110
H 2.187 3.975 -6.674  0.084
H 0.460 3.729 -6.943  0.082
H 1.536 2.353 -6.959  0.076
H 2.821 1.208 -1.354  0.019
H 2.645 0.152 -2.432  0.036
C -1.894 3.049 1.884  -0.034
C -0.523 3.146 1.148  -0.402
C -0.027 4.608 1.022  -0.146
O -0.880 5.513 0.267  -0.179
C -0.912 5.235 -1.123  -0.120
N 0.389 2.307 1.873  0.042
H -2.657 3.609 1.342  0.072
H -1.790 3.267 2.947  0.079
H -2.289 2.033 1.919  0.056
H -0.556 2.588 0.212  0.125
H 1.004 4.721 0.685  0.121
H -0.099 5.029 2.024  0.125
H -1.046 4.203 -1.447  0.077
H -0.031 5.589 -1.659  0.076
H -1.733 5.778 -1.592  0.085
H -0.032 1.400 2.019  0.041
H 0.525 2.647 2.814  0.097
C 0.027 -0.876 -0.256  -0.208
C -1.151 -0.654 0.760  -0.173
O -0.574 -0.388 2.052  -0.112
O 0.431 -2.199 -0.062  -0.067
H 0.818 -0.153 -0.055  0.105
H -0.385 -0.721 -1.253  0.102
H -1.818 -1.505 0.899  0.075
H -1.810 0.171 0.491  0.098
H -0.092 -1.157 2.366  0.045
H 1.156 -2.403 -0.658  0.058
C 3.806 -1.857 0.555  -0.201
C 4.184 -2.006 -0.931  -0.238
O 3.031 -1.883 -1.680  -0.077
O 3.063 -2.976 1.074  -0.074
H 3.221 -0.954 0.733  0.097
H 4.652 -1.764 1.237  0.117
H 4.629 -2.991 -1.071  0.120
H 4.961 -1.326 -1.280  0.121
H 3.246 -2.250 -2.541  0.105
H 2.200 -2.658 1.351  0.046



4.
The following is a DFT calculation (the ωB97M-V functional and the def2-TZVPD basis) of an isolated molecule of C2H5N3O2S2.

lowest unoccupied orbital energy (alpha / beta) = -0.0491 / -0.0491 Ha
charge = 0
spin multiplicity = 1
HOMO-LUMO gap (alpha / beta) = 8.087 / 8.088 eV

Each line ends with the Löwdin charge.
Element x y z (Å)
C -1.473 1.735 0.119  -0.001
C -0.085 -0.295 0.911  -0.596
N -2.290 0.881 -0.339  -0.113
N -2.344 -0.390 -0.511  -0.292
N 1.641 -1.566 -0.660  -0.071
O 0.633 0.582 -1.340  -0.338
O 2.262 0.631 0.503  -0.298
S -1.287 -1.359 0.318  0.931
S 1.212 -0.022 -0.197  0.446
H -1.917 2.687 0.479  0.100
H -0.368 1.818 -0.311  0.103
H 0.245 -0.750 1.853  0.036
H 2.542 -1.695 -0.869  0.006
H 1.229 -2.258 0.045  0.088



Question: spin multiplicity of number 1 (CHF2N)?
Answer: 1



Copy entry 1 word for word.
The following is a DFT calculation (the ωB97M-V functional and the def2-TZVPD basis) of a structure of composition CHF2N.

lowest unoccupied orbital energy = 0.0241 Ha
charge = 0
spin multiplicity = 1
HOMO-LUMO gap = 12.572 eV

Each line ends with the Löwdin charge.
Element x y z (Å)
C 0.087 -0.355 0.077  -0.354
N 0.703 0.600 -0.375  0.225
F 0.362 -1.533 0.390  0.227
F -1.577 -0.274 0.355  -0.190
H 0.425 1.562 -0.447  0.092



Copy entry 4 word for word.
The following is a DFT calculation (the ωB97M-V functional and the def2-TZVPD basis) of an isolated molecule of C2H5N3O2S2.

lowest unoccupied orbital energy (alpha / beta) = -0.0491 / -0.0491 Ha
charge = 0
spin multiplicity = 1
HOMO-LUMO gap (alpha / beta) = 8.087 / 8.088 eV

Each line ends with the Löwdin charge.
Element x y z (Å)
C -1.473 1.735 0.119  -0.001
C -0.085 -0.295 0.911  -0.596
N -2.290 0.881 -0.339  -0.113
N -2.344 -0.390 -0.511  -0.292
N 1.641 -1.566 -0.660  -0.071
O 0.633 0.582 -1.340  -0.338
O 2.262 0.631 0.503  -0.298
S -1.287 -1.359 0.318  0.931
S 1.212 -0.022 -0.197  0.446
H -1.917 2.687 0.479  0.100
H -0.368 1.818 -0.311  0.103
H 0.245 -0.750 1.853  0.036
H 2.542 -1.695 -0.869  0.006
H 1.229 -2.258 0.045  0.088